ORCA calculation (wB97M-V/def2-TZVPD) on a single C15H20N2O2 molecule.

Bonds (Å) are listed after each position.
CARTESIAN COORDINATES (ANGSTROEM)
1 C -5.690 -0.187 0.422  H2 1.089, O3 1.405, H38 1.096, H39 1.095
2 H -6.554 -0.850 0.395  C1 1.089
3 O -4.639 -0.905 -0.173  C1 1.405, C4 1.368
4 C -3.413 -0.305 -0.264  O3 1.368, C5 1.386, C9 1.397
5 C -3.116 0.975 0.178  C4 1.386, C6 1.389, H37 1.079
6 C -1.834 1.489 0.034  C5 1.389, C7 1.387, H36 1.079
7 C -0.831 0.731 -0.550  C6 1.387, C8 1.397, O12 1.363
8 C -1.134 -0.557 -0.996  C7 1.397, C9 1.374, H11 1.078
9 C -2.403 -1.066 -0.856  C4 1.397, C8 1.374, H10 1.078
10 H -2.641 -2.062 -1.193  C9 1.078
11 H -0.349 -1.144 -1.442  C8 1.078
12 O 0.454 1.144 -0.740  C7 1.363, C13 1.411
13 C 0.900 2.308 -0.079  O12 1.411, C14 1.526, H34 1.101, H35 1.098
14 C 2.426 2.314 -0.098  C13 1.526, H15 1.090, H16 1.092, C17 1.534
15 H 2.755 2.093 -1.113  C14 1.090
16 H 2.772 3.314 0.170  C14 1.092
17 C 3.025 1.290 0.874  C14 1.534, C18 1.493, H32 1.092, H33 1.094
18 C 2.643 -0.113 0.537  C17 1.493, C19 1.382, C22 1.414
19 C 3.109 -0.872 -0.520  C18 1.382, N20 1.353, C28 1.485
20 N 2.477 -2.065 -0.432  C19 1.353, N21 1.334, H27 1.007
21 N 1.642 -2.125 0.607  N20 1.334, C22 1.321
22 C 1.722 -0.951 1.206  C18 1.414, N21 1.321, C23 1.487
23 C 0.906 -0.648 2.412  C22 1.487, H24 1.089, H25 1.086, H26 1.090
24 H 1.524 -0.222 3.202  C23 1.089
25 H 0.445 -1.565 2.769  C23 1.086
26 H 0.116 0.062 2.168  C23 1.090
27 H 2.578 -2.859 -1.042  N20 1.007
28 C 4.080 -0.565 -1.601  C19 1.485, H29 1.091, H30 1.089, H31 1.088
29 H 3.566 -0.155 -2.471  C28 1.091
30 H 4.608 -1.466 -1.909  C28 1.089
31 H 4.805 0.169 -1.257  C28 1.088
32 H 2.692 1.521 1.888  C17 1.092
33 H 4.115 1.387 0.847  C17 1.094
34 H 0.514 3.202 -0.593  C13 1.101
35 H 0.542 2.322 0.959  C13 1.098
36 H -1.643 2.494 0.380  C6 1.079
37 H -3.868 1.597 0.638  C5 1.079
38 H -5.921 0.727 -0.136  C1 1.096
39 H -5.465 0.071 1.462  C1 1.095

Values from the calculation:
* DFT total energy: -843.549528 Ha
* SMILES string: COc1ccc(OCCCc2c(C)n[nH]c2C)cc1
* E_HOMO: -7.729 eV
* total charge: 0
* relative energy (zero: lowest compared OMol25 entry of this formula, charge and spin): 202.5 kJ/mol
* LUMO level: 0.857 eV
* F_max: 0.0158 hartree/bohr

Löwdin population analysis, charges in e, atoms 1 to 2:
1. C -0.099
2. H 0.091